[1]
This record from OMol25 describes C55H148N15NaO26 as an isolated structure at a distorted geometry. The level of theory is ωB97M-V/def2-TZVPD.

```
245
C55H148N15NaO26, DFT ωB97M-V/def2-TZVPD
Na 44.359 -15.739 27.995
O 46.073 -13.352 23.471
O 40.753 -15.063 25.839
O 42.152 -17.049 19.439
O 34.868 -17.339 30.395
O 42.561 -14.323 26.621
O 38.364 -10.020 25.416
O 42.269 -22.357 25.732
O 34.885 -18.472 25.926
O 40.086 -17.845 24.419
O 42.746 -20.381 14.733
O 43.530 -17.464 29.549
O 40.902 -12.459 21.362
O 39.196 -26.200 22.350
O 47.597 -16.305 25.060
O 37.144 -14.064 29.364
O 39.983 -17.977 32.554
O 38.205 -14.599 24.723
O 45.291 -18.603 32.084
O 39.076 -22.345 30.339
O 41.243 -12.863 30.357
O 50.469 -13.864 22.712
O 44.515 -17.565 24.194
O 45.753 -13.780 27.758
O 41.937 -16.349 26.949
O 42.375 -8.335 29.820
O 42.631 -9.966 25.336
N 40.543 -11.475 24.328
N 41.056 -25.559 24.593
N 41.727 -15.244 26.434
N 43.032 -8.318 27.642
N 41.347 -17.632 29.743
N 43.047 -19.681 17.437
N 46.705 -20.284 31.677
N 38.993 -19.110 30.070
N 45.800 -19.268 30.070
N 42.495 -10.158 28.637
N 44.311 -14.073 30.144
N 37.484 -16.823 29.059
N 48.400 -11.819 23.065
N 45.555 -17.315 26.719
N 42.612 -18.312 31.328
C 45.865 -19.363 31.324
C 38.803 -19.638 31.446
C 45.467 -12.621 28.556
C 43.130 -14.326 31.068
C 38.650 -18.502 32.408
C 36.265 -17.382 28.443
C 38.426 -25.821 21.216
C 36.034 -18.593 25.034
C 44.165 -12.818 29.403
C 38.160 -15.949 28.139
C 43.525 -17.372 23.258
C 45.474 -14.617 23.177
C 41.707 -24.266 24.519
C 43.527 -18.812 18.506
C 38.656 -20.175 29.146
C 40.088 -11.687 25.691
C 46.794 -13.517 26.814
C 40.027 -16.763 33.238
C 49.040 -12.241 21.801
C 43.725 -21.008 15.583
C 36.679 -12.715 29.351
C 41.063 -12.739 23.724
C 39.592 -23.666 30.230
C 41.303 -23.406 25.770
C 40.639 -26.091 22.139
C 42.590 -8.888 28.750
C 45.316 -18.669 26.281
C 42.434 -18.418 19.482
C 42.562 -17.808 30.140
C 50.498 -12.601 22.001
C 40.100 -18.746 25.539
C 48.664 -16.216 24.049
C 41.351 -26.411 23.474
C 51.797 -14.408 22.852
C 38.240 -15.248 23.478
C 42.208 -21.497 26.877
C 47.992 -17.010 26.240
C 41.757 -14.240 30.431
C 40.332 -12.633 29.321
C 41.845 -12.633 22.437
C 42.670 -20.923 13.456
C 46.887 -17.039 27.310
C 44.203 -18.609 25.213
C 46.968 -11.391 22.899
C 37.538 -8.998 25.863
C 39.472 -21.494 29.307
C 37.340 -14.581 28.071
C 44.231 -20.064 16.694
C 33.853 -17.888 31.172
C 41.110 -16.622 20.319
C 43.790 -10.811 25.276
C 45.959 -12.478 22.402
C 39.463 -10.457 26.214
C 35.442 -18.208 29.426
C 41.502 -12.404 20.052
H 43.145 -15.303 31.550
H 38.615 -26.414 20.321
H 41.394 -23.721 23.629
H 45.158 -19.325 27.137
H 43.026 -20.791 26.739
H 42.243 -10.734 29.427
H 40.648 -23.772 30.480
H 40.932 -11.955 26.327
H 41.900 -10.416 24.906
H 39.476 -21.974 28.328
H 46.257 -18.966 25.817
H 43.737 -11.659 25.959
H 41.714 -18.312 31.791
H 44.514 -21.394 14.938
H 41.329 -23.903 26.740
H 44.105 -11.091 24.271
H 39.535 -16.026 32.604
H 42.248 -11.610 20.061
H 33.050 -18.256 30.535
H 48.352 -12.639 23.652
H 49.015 -11.386 21.126
H 34.204 -19.084 25.637
H 41.425 -26.121 25.347
H 43.099 -7.310 27.633
H 41.032 -15.540 20.219
H 39.771 -19.764 25.327
H 42.666 -10.666 27.781
H 46.658 -10.929 23.836
H 41.085 -27.422 23.782
H 46.715 -12.574 26.274
H 45.151 -14.061 30.705
H 43.581 -20.711 12.897
H 36.175 -19.662 24.872
H 37.009 -9.225 26.789
H 40.735 -12.150 19.321
H 39.024 -14.765 25.196
H 42.419 -26.473 23.267
H 45.344 -11.756 27.903
H 44.921 -20.614 17.335
H 44.266 -19.382 19.070
H 41.134 -18.801 25.878
H 37.594 -20.419 29.180
H 43.003 -8.842 26.780
H 42.483 -13.513 22.359
H 47.230 -20.855 31.030
H 50.863 -12.766 20.987
H 45.456 -15.158 24.123
H 52.344 -14.698 21.955
H 41.219 -16.801 21.389
H 41.854 -20.518 12.858
H 37.036 -16.196 29.712
H 39.193 -15.712 28.393
H 43.540 -18.401 31.717
H 39.898 -11.633 29.291
H 43.906 -12.047 30.129
H 34.247 -18.699 31.785
H 51.613 -15.332 23.401
H 43.903 -16.828 22.393
H 36.931 -18.113 25.425
H 41.878 -13.371 19.717
H 38.236 -16.388 27.144
H 46.073 -15.183 22.464
H 47.693 -13.405 27.421
H 40.278 -23.087 25.579
H 44.201 -19.619 24.804
H 38.313 -18.855 33.383
H 39.614 -20.262 31.821
H 35.822 -17.999 24.145
H 42.538 -11.793 22.486
H 42.502 -21.999 13.516
H 44.058 -17.950 18.102
H 49.485 -15.671 24.515
H 37.840 -20.148 31.492
H 45.192 -18.610 29.605
H 33.438 -17.108 31.811
H 41.013 -14.812 30.985
H 41.680 -13.115 24.541
H 43.164 -13.530 31.812
H 51.175 -11.882 22.463
H 36.507 -12.179 30.284
H 46.938 -20.443 32.647
H 40.579 -18.207 30.059
H 43.252 -18.399 25.704
H 44.669 -10.200 25.483
H 43.129 -18.269 22.783
H 46.354 -12.888 21.473
H 40.930 -26.857 21.421
H 39.368 -24.038 29.230
H 44.915 -12.166 22.435
H 47.130 -17.875 27.966
H 39.277 -15.199 23.147
H 36.823 -8.811 25.062
H 42.763 -18.664 20.492
H 36.405 -14.651 27.515
H 46.263 -12.398 29.267
H 38.527 -24.762 20.979
H 44.684 -19.176 16.254
H 41.224 -17.292 28.800
H 37.379 -25.900 21.508
H 37.911 -17.739 32.162
H 39.021 -24.283 30.924
H 40.521 -21.227 29.437
H 46.901 -16.137 27.922
H 42.209 -21.976 27.856
H 48.320 -15.676 23.168
H 38.190 -8.133 25.980
H 37.594 -14.867 22.687
H 40.991 -16.450 33.640
H 36.616 -18.057 27.661
H 42.769 -16.772 23.764
H 41.275 -20.934 26.902
H 40.717 -12.867 28.328
H 35.664 -12.787 28.961
H 42.791 -24.344 24.437
H 48.840 -16.428 26.602
H 35.686 -16.590 27.968
H 39.497 -18.254 26.302
H 36.051 -19.054 29.745
H 48.522 -13.024 21.247
H 39.378 -16.954 34.093
H 46.832 -10.484 22.311
H 40.385 -17.023 24.815
H 40.247 -13.432 23.520
H 43.216 -21.885 15.983
H 37.348 -12.086 28.763
H 43.281 -12.947 28.779
H 39.287 -12.425 25.691
H 41.062 -25.150 21.787
H 42.360 -19.180 16.892
H 40.239 -9.694 26.155
H 39.464 -13.263 29.514
H 44.419 -14.576 22.903
H 48.287 -18.040 26.041
H 34.690 -18.787 28.888
H 45.344 -16.713 25.936
H 38.745 -19.687 28.175
H 46.934 -14.249 26.018
H 39.783 -11.069 23.800
H 41.535 -18.974 19.217
H 41.798 -14.608 29.406
H 37.868 -16.265 23.605
H 45.945 -20.106 29.524
H 37.941 -13.853 27.526
H 48.987 -17.172 23.637
H 40.148 -17.110 20.160
H 39.180 -10.566 27.261
H 52.468 -13.757 23.411
H 38.382 -18.346 29.821
```

HOMO level = -8.63 eV
net charge = 0
frontier orbital gap = 8.55 eV

=====

[2]
This record from OMol25 describes C55H30Cl7N5O2ReS as an isolated structure at a distorted geometry. The level of theory is ωB97M-V/def2-TZVPD.

```
101
C55H30Cl7N5O2ReS, DFT ωB97M-V/def2-TZVPD
Re -0.030 -0.001 0.192
Cl 7.325 -2.169 -5.529
Cl -2.557 -4.325 -3.001
Cl -0.016 -5.299 -2.016
Cl -0.556 5.474 7.931
Cl -3.508 6.407 -5.409
Cl -0.104 -3.150 -3.939
Cl -0.258 -7.887 4.709
S -4.559 -0.846 0.861
O -0.371 -1.787 -1.486
O -1.611 -3.276 -0.321
N 0.358 -0.226 2.232
N -1.826 0.237 -1.801
N 1.505 -1.454 0.103
N 1.055 0.936 -1.429
N -0.526 1.964 0.610
C -0.990 -2.865 -1.289
C -2.509 3.705 -2.657
C 5.030 -0.417 -2.780
C -1.248 3.866 1.651
C 1.359 2.175 -3.329
C -0.250 -4.742 2.259
C 2.729 -0.806 -1.921
C 2.372 -1.707 -0.916
C 0.602 -1.429 2.841
C -1.691 3.273 4.803
C -3.755 -1.102 2.345
C 2.872 -3.048 -0.784
C -0.419 2.873 -1.676
C 1.442 -4.367 3.926
C 0.690 4.033 6.019
C -0.553 -5.964 2.836
C 0.600 2.026 -2.118
C 2.300 1.201 -3.333
C 2.265 -3.600 0.293
C 5.993 -1.783 -4.491
C 0.705 3.215 4.902
C -0.821 2.903 -0.333
C -3.073 -0.392 0.098
C -0.918 -3.860 -2.536
C 3.855 -1.165 -2.825
C 0.737 -3.924 2.812
C 4.831 -2.534 -4.559
C -1.215 5.545 -4.270
C -2.423 -0.853 2.252
C -2.675 0.078 -4.025
C 0.495 -1.277 4.256
C -3.022 -0.124 -1.321
C -0.482 2.828 4.280
C 2.088 0.405 -2.153
C -3.247 4.497 -3.517
C -0.483 4.745 -3.406
C -0.727 2.548 1.843
C 1.151 -5.594 4.501
C -2.592 5.411 -4.328
C 0.938 -2.606 2.166
C 1.456 -2.573 0.881
C -0.389 1.978 3.061
C -4.119 -0.312 -2.171
C -3.943 -0.205 -3.534
C 0.231 0.034 4.496
C 3.768 -2.222 -3.726
C -1.346 4.069 0.313
C -1.993 -0.451 0.949
C 0.101 0.680 3.228
C -1.657 0.296 -3.118
C -1.717 4.086 5.927
C 6.101 -0.724 -3.604
C -1.113 3.803 -2.597
C -0.527 4.460 6.527
C 0.142 -6.376 3.962
H -3.012 2.982 -2.027
H -1.786 -0.971 3.115
H 1.706 -5.944 5.362
H -0.722 6.282 -4.890
H -4.324 4.411 -3.559
H 7.013 -0.145 -3.564
H -2.619 2.972 4.334
H 5.111 0.412 -2.087
H 1.614 4.341 6.490
H -1.681 4.955 -0.201
H 3.051 1.017 -4.083
H 3.584 -3.511 -1.446
H -0.657 0.513 -3.471
H 2.381 -4.597 0.687
H -1.329 -6.590 2.416
H -1.490 4.555 2.442
H -4.309 -1.433 3.209
H 0.588 4.887 -3.338
H -2.658 4.425 6.340
H 2.848 -2.791 -3.789
H 4.754 -3.349 -5.266
H 0.630 -2.062 4.981
H -0.795 -4.403 1.382
H 1.188 2.922 -4.085
H 0.082 0.512 5.451
H -4.774 -0.372 -4.208
H 2.239 -3.762 4.340
H -5.081 -0.574 -1.754
H 1.648 2.877 4.492
H -2.477 0.125 -5.087
```

relative energy (zero: lowest compared OMol25 entry of this formula, charge and spin) = 0.00 kJ/mol
HOMO level (spin up / spin down) = -7.05 / -7.55 eV
⟨S²⟩ = 0.840
net charge = 0
frontier orbital gap (spin up / spin down) = 5.24 / 5.76 eV
spin multiplicity = 2

=====

[3]
This record from OMol25 describes C55H31AsN8O6Re as an isolated structure at a distorted geometry. The level of theory is ωB97M-V/def2-TZVPD.

```
102
C55H31AsN8O6Re, DFT ωB97M-V/def2-TZVPD
Re -0.281 0.110 0.147
As 2.016 0.881 -2.329
O 3.758 -2.567 2.343
O 0.775 -0.055 -1.679
O 5.495 -0.200 2.742
O 1.452 1.121 0.552
O 1.348 -1.516 0.751
O 3.965 2.202 1.861
N -1.104 -1.717 0.826
N -0.822 2.062 -0.229
N -0.575 0.600 2.151
N -0.608 -1.559 3.186
N -1.948 1.911 -2.344
N -2.038 -2.681 -1.160
N -0.396 3.006 1.961
N -1.751 -0.297 -1.345
C -2.827 -0.063 -3.383
C -1.862 -5.291 0.483
C 1.775 3.587 -3.193
C -1.031 -4.590 3.105
C -1.302 -5.904 2.765
C -1.712 -6.250 1.471
C -1.882 6.314 -1.658
C 1.853 0.538 -4.206
C -0.050 0.088 5.740
C 5.979 -1.115 -0.887
C 2.425 5.541 -1.960
C 3.664 -1.258 -1.512
C 1.926 4.963 -3.116
C 2.914 -0.002 -4.920
C -1.169 -3.640 2.105
C -1.575 -2.743 0.056
C 4.393 -0.192 2.272
C 3.519 -1.437 2.000
C 4.799 0.880 -1.522
C -2.165 -1.516 -1.773
C -3.489 -2.349 -3.843
C -2.132 0.619 -2.311
C 2.354 -0.907 1.270
C -0.649 3.088 0.664
C -1.358 6.636 -0.389
C -3.466 0.407 -4.527
C 2.736 -0.351 -6.252
C -0.969 4.335 0.022
C -0.920 -2.205 2.093
C -0.905 5.658 0.466
C -4.115 -0.523 -5.316
C 5.964 0.255 -1.100
C 0.141 1.078 6.686
C -2.843 -1.407 -3.048
C -1.576 -3.980 0.828
C -0.382 1.888 2.625
C 3.613 1.044 1.788
C 4.831 -1.872 -1.089
C -0.468 -0.247 3.202
C 0.169 2.434 6.326
C -0.163 1.835 4.062
C -1.457 4.019 -1.243
C 0.022 2.833 5.010
C 0.612 0.719 -4.814
C 3.654 0.119 -1.723
C 1.503 -0.171 -6.859
C 2.130 2.787 -2.109
C -1.397 2.586 -1.356
C 0.442 0.366 -6.142
C 2.646 3.367 -0.950
C 2.781 4.744 -0.881
C -0.207 0.495 4.422
C -1.940 5.011 -2.099
C -4.123 -1.888 -4.980
C 2.419 0.486 1.196
H 2.951 2.768 -0.102
H -2.177 -5.550 -0.518
H -1.906 -7.289 1.240
H -4.640 -0.198 -6.205
H -0.222 1.123 -4.251
H 1.661 5.579 -3.963
H -0.511 5.892 1.445
H -0.523 0.500 -6.612
H 2.755 -1.833 -1.650
H -4.645 -2.585 -5.622
H 0.051 3.873 4.719
H -2.256 7.110 -2.289
H 4.842 -2.937 -0.901
H -3.457 1.459 -4.772
H 0.275 0.807 7.725
H 1.389 3.143 -4.101
H -0.708 -4.307 4.097
H 4.784 1.951 -1.677
H 3.560 -0.774 -6.810
H 6.855 0.842 -0.925
H 2.541 6.615 -1.902
H -0.068 -0.960 6.004
H 3.172 5.186 0.025
H 0.308 3.180 7.097
H 3.875 -0.155 -4.442
H 1.364 -0.459 -7.893
H -3.486 -3.396 -3.575
H -2.346 4.758 -3.068
H -1.319 7.674 -0.085
H -1.185 -6.683 3.507
H 6.888 -1.597 -0.555
```

relative energy (zero: lowest compared OMol25 entry of this formula, charge and spin) = 48.34 kJ/mol
HOMO level (spin up / spin down) = -6.70 / -6.64 eV
⟨S²⟩ = 1.035
net charge = 0
frontier orbital gap (spin up / spin down) = 5.01 / 4.93 eV
spin multiplicity = 2